Entry one
The following is a DFT calculation (ωB97M-V/def2-TZVPD) of a cluster of 2 separate species, C5H14O in total.

Structure (XYZ):
```
20
Properties=species:S:1:pos:R:3
H -0.924 1.285 4.119
O 0.729 -0.659 -2.727
C 0.358 -0.540 -1.395
H 2.309 -1.317 -1.354
H 1.409 -1.047 0.332
C 0.563 0.903 -0.802
C -0.855 0.850 3.105
H -3.009 0.626 2.665
C 1.388 -1.446 -0.701
H 0.514 1.597 -1.664
H 0.013 1.292 2.609
H -0.245 1.147 -0.147
H -0.454 -0.231 3.180
H 1.559 0.844 -0.276
H 1.104 -2.585 -0.679
H -0.771 -0.712 -1.317
H -1.864 -0.200 1.624
H -2.313 1.445 1.459
H 0.544 0.331 -3.037
C -2.072 0.699 2.178
```

## Properties
**HOMO energy**: -0.36942 hartree
**Kohn-Sham gap**: 10.98 eV
**SMILES**: CC(C)O.CC
**LUMO energy**: 0.925 eV

***

Entry two
The following is a DFT calculation (ωB97M-V/def2-TZVPD) of a cluster of 2 separate species, C5H14O in total.

Structure (XYZ):
```
20
Properties=species:S:1:pos:R:3
H -0.978 -0.735 1.693
C 0.052 -0.502 -1.410
H 0.599 -2.144 -0.239
H 0.950 1.675 0.033
H 2.295 -0.997 0.822
H 2.550 1.061 -0.294
H 2.206 1.507 1.298
H -0.207 0.560 -1.369
C -1.075 -1.189 0.701
H -0.760 -1.004 -1.921
H -2.047 2.500 -0.803
C 1.389 -0.401 0.781
C 0.286 -1.132 -0.038
H 1.055 -0.413 1.830
H 0.900 -0.558 -2.101
H -2.873 1.394 0.033
H -1.828 -0.598 0.208
H -1.336 -2.223 0.907
C 1.730 1.045 0.423
O -2.906 2.154 -0.553
```

## Properties
**HOMO energy**: -0.40644 hartree
**Kohn-Sham gap**: 11.92 eV
**SMILES**: CCC(C)C.O
**LUMO energy**: 0.864 eV

***

entry two takes first place; second place is 125.2 kJ/mol up.

***

Entry one
The following is a DFT calculation (ωB97M-V/def2-TZVPD) of a cluster of 2 separate species, C3H11N2O in total.

Structure (XYZ):
```
17
Properties=species:S:1:pos:R:3
H -0.520 -0.996 1.454
H 0.192 1.615 -2.915
H 1.733 0.374 4.074
H -0.067 0.656 1.499
C -0.763 -1.435 -1.020
H -1.812 -1.684 -0.754
H 1.008 -0.548 0.879
O 1.991 0.415 3.142
N 0.035 -0.249 1.028
C -0.674 1.001 -1.120
C -0.452 -0.124 -0.406
H -1.325 0.848 -3.075
N -0.505 1.004 -2.514
H -0.752 -1.445 -2.121
H -0.885 2.078 -0.745
H -0.107 -2.235 -0.665
H 2.903 0.724 3.259
```

## Properties
**HOMO energy**: -0.47957 hartree
**Kohn-Sham gap**: 9.73 eV
**Charge**: +1
**LUMO energy**: -3.317 eV

***

Entry two
The following is a DFT calculation (ωB97M-V/def2-TZVPD) of a cluster of 2 separate species, C3H11N2O in total.

Structure (XYZ):
```
17
Properties=species:S:1:pos:R:3
C -0.384 -0.116 -0.211
H 1.384 -1.161 0.196
H 2.698 2.238 2.058
H 1.304 0.399 1.207
C -1.579 -0.965 -0.200
H -3.222 -1.269 -0.824
H 0.047 -0.125 -2.315
H -0.844 1.144 -1.885
N 0.754 -0.382 0.712
H 0.920 1.114 -1.640
O 2.245 1.366 2.267
H 2.654 1.041 3.097
H 0.348 -0.778 1.520
C -0.015 0.598 -1.479
H -2.384 -0.344 -1.890
H -1.562 -1.664 0.677
N -2.364 -1.095 -1.291
```

## Properties
**HOMO energy**: -0.45334 hartree
**Kohn-Sham gap**: 9.00 eV
**Charge**: +1
**LUMO energy**: -3.340 eV

***

entry one takes first place; second place is 20.7 kJ/mol up.

***

Entry one
The following is a DFT calculation (ωB97M-V/def2-TZVPD) of the ion C5H11NO2 with charge +1.

Structure (XYZ):
```
19
Properties=species:S:1:pos:R:3
C 1.413 0.936 0.478
H 2.080 0.073 0.401
O 0.505 -2.475 1.050
H 1.268 1.104 1.537
H -2.016 1.080 -0.339
C -1.138 1.490 0.162
C 0.302 -1.501 -1.506
H -0.766 -1.038 1.737
H -0.392 -1.290 -2.327
C -0.171 -1.512 0.949
H -1.202 1.488 1.248
H 0.228 -2.570 -1.332
N -0.202 -0.795 -0.328
H 0.273 0.890 -1.319
H 1.336 -1.243 -1.742
H -0.469 2.967 -1.010
O -0.942 2.828 -0.184
C 0.085 0.633 -0.287
H 1.842 1.767 -0.064
```

## Properties
**Multiplicity**: 2
**HOMO energy (spin up / spin down)**: -0.54981 / -0.54932 hartree
**Kohn-Sham gap (spin up / spin down)**: 10.89 / 6.48 eV
**Charge**: +1
**LUMO energy (spin up / spin down)**: -4.069 / -8.465 eV

***

Entry two
The following is a DFT calculation (ωB97M-V/def2-TZVPD) of the ion C5H11NO2 with charge +1.

Structure (XYZ):
```
19
Properties=species:S:1:pos:R:3
C -0.704 -0.882 -1.607
O -0.688 0.532 -3.501
H 1.472 1.894 2.255
H -0.325 1.531 2.207
H -1.722 -1.418 0.114
H -0.154 -1.275 1.692
H -1.392 -1.574 -2.113
N -0.910 -0.878 -0.198
H -0.687 1.404 -1.703
H 0.209 -1.422 -1.895
H 0.884 -1.674 0.325
O 0.827 0.153 3.151
C -0.743 0.496 -2.320
C 0.687 1.152 2.128
H 0.822 0.579 4.024
H 0.772 0.998 -0.043
C 0.975 0.393 0.831
C 0.199 -0.934 0.725
H 2.055 0.266 0.778
```

## Properties
**Multiplicity**: 2
**HOMO energy (spin up / spin down)**: -0.52725 / -0.52713 hartree
**Kohn-Sham gap (spin up / spin down)**: 10.69 / 6.03 eV
**Charge**: +1
**LUMO energy (spin up / spin down)**: -3.662 / -8.316 eV

***

entry one takes first place; second place is 19.7 kJ/mol up.

***

Entry one
The following is a DFT calculation (ωB97M-V/def2-TZVPD) of a structure of composition C7H10N2.

Structure (XYZ):
```
19
Properties=species:S:1:pos:R:3
H 1.819 0.715 1.441
C -1.699 0.142 0.100
H 2.450 -0.993 0.532
N 0.537 1.305 -0.814
H 1.039 1.999 -0.619
H 0.826 -2.129 -0.701
N 0.456 -0.746 1.144
H -0.979 2.169 0.513
C -0.711 0.213 1.221
C 0.319 -1.144 -0.270
C -0.580 1.258 0.097
H -2.656 0.194 0.331
C 1.628 -0.126 0.699
H -1.807 -1.913 -0.871
C 1.184 0.067 -0.738
C -1.167 -0.988 -0.722
H -1.158 0.539 2.093
H -1.307 -0.604 -1.810
H 1.806 0.043 -1.625
```

## Properties
**HOMO energy**: -0.28158 hartree
**Kohn-Sham gap**: 8.69 eV
**LUMO energy**: 1.023 eV

***

Entry two
The following is a DFT calculation (ωB97M-V/def2-TZVPD) of a cluster of 2 separate species, C7H10N2 in total.

Structure (XYZ):
```
19
Properties=species:S:1:pos:R:3
N 0.382 0.562 0.066
C -0.428 -0.595 2.368
C 0.081 -0.086 -0.975
H -3.318 0.744 -1.912
C 2.675 0.260 -0.877
C 0.656 -0.219 1.341
H 0.170 -1.248 -0.766
C -1.127 0.063 -1.916
H 1.073 1.854 -1.414
H -1.099 0.248 2.461
H -0.052 -1.008 3.319
H -1.011 -1.282 2.031
C 1.389 0.862 -0.890
C -2.480 0.390 -1.280
N 3.767 -0.216 -1.461
H -1.067 -0.184 -3.044
H 1.224 -0.915 0.975
H 1.493 0.448 1.819
H -2.329 0.323 0.156
```

## Properties
**HOMO energy**: -0.32772 hartree
**Kohn-Sham gap**: 9.09 eV
**LUMO energy**: 0.171 eV

***

Entry three
The following is a DFT calculation (ωB97M-V/def2-TZVPD) of the molecule C7H10N2.

Structure (XYZ):
```
19
Properties=species:S:1:pos:R:3
H -2.752 -0.452 -0.235
H -1.724 -0.103 -1.712
C -1.427 1.296 -0.105
H 1.771 2.301 0.750
H 2.956 -1.072 -1.029
H 0.991 -2.288 0.450
N 2.358 0.658 -0.127
H -0.991 -2.286 0.378
H -1.489 2.188 -0.887
N 2.036 -0.626 -0.623
C 0.018 -0.496 0.972
C 0.909 -1.287 0.113
H 0.387 0.350 -0.773
C -0.033 0.856 0.090
C 1.380 1.490 0.212
H -1.942 1.582 0.899
H 0.043 -0.520 2.170
C -1.812 -0.280 -0.569
C -0.677 -1.311 0.025
```

## Properties
**HOMO energy**: -0.30030 hartree
**Kohn-Sham gap**: 9.26 eV
**SMILES**: C1=NN[C@@H]2[C@@H]3CC[C@@H]1[C@@H]32
**LUMO energy**: 1.093 eV

***

entry one takes first place; second place is 120.8 kJ/mol up.

***

Entry one
The following is a DFT calculation (ωB97M-V/def2-TZVPD) of a cluster of 2 separate species, C3H4N3O2 in total.

Structure (XYZ):
```
12
Properties=species:S:1:pos:R:3
N -0.828 -0.477 0.088
H -0.589 -2.170 0.429
O 2.298 -1.786 -0.222
H -1.485 1.310 -0.830
H 1.581 1.434 -0.150
O 0.365 -2.622 0.512
N 0.495 -0.404 -0.180
N 0.380 3.262 0.437
H -2.707 0.308 -0.024
C 1.117 -1.558 -0.038
C -1.585 0.438 -0.183
C 0.958 2.265 0.162
```

## Properties
**HOMO energy**: -0.15100 hartree
**Kohn-Sham gap**: 8.21 eV
**Charge**: -1
**LUMO energy**: 4.100 eV

***

Entry two
The following is a DFT calculation (ωB97M-V/def2-TZVPD) of a cluster of 2 separate species, C3H4N3O2 in total.

Structure (XYZ):
```
12
Properties=species:S:1:pos:R:3
O -3.198 1.478 -0.309
H 2.063 0.286 -0.666
H -2.178 -0.387 -0.608
C -2.747 -2.417 -0.026
H 0.521 1.148 0.026
N -2.353 -3.508 0.025
O -5.281 1.297 0.348
C 1.224 0.291 0.027
N -4.197 0.805 -0.005
C -2.883 -1.063 -0.209
N -4.067 -0.548 0.097
H 1.431 0.181 1.023
```

## Properties
**HOMO energy (spin up / spin down)**: -0.20733 / -0.10013 hartree
**Kohn-Sham gap (spin up / spin down)**: 9.28 / 5.07 eV
**Charge**: -1
**LUMO energy (spin up / spin down)**: 3.634 / 2.341 eV

***

entry one takes first place; second place is 451.7 kJ/mol up.

***

Entry one
The following is a DFT calculation (ωB97M-V/def2-TZVPD) of a cluster of 2 separate species, C2H8S2 in total.

Structure (XYZ):
```
12
Properties=species:S:1:pos:R:3
H -1.872 -1.066 1.256
H -0.141 0.510 -1.176
H -3.154 -1.292 0.016
H -2.903 1.024 -0.784
H -1.416 -1.087 -0.413
H -1.367 1.212 0.395
H -3.165 1.093 0.995
S 1.217 0.633 -0.985
S 1.411 -0.603 0.723
H 0.153 -0.856 1.063
C -2.220 -0.767 0.269
C -2.476 0.766 0.205
```

## Properties
**HOMO energy**: -0.31547 hartree
**Kohn-Sham gap**: 8.76 eV
**SMILES**: CC.SS
**LUMO energy**: 0.179 eV

***

Entry two
The following is a DFT calculation (ωB97M-V/def2-TZVPD) of a cluster of 2 separate species, C2H8S2 in total.

Structure (XYZ):
```
12
Properties=species:S:1:pos:R:3
C -1.350 0.381 -0.858
H 1.129 0.689 -2.241
H 0.433 0.543 4.312
H 1.278 -1.087 -2.233
H -1.984 -0.116 -1.568
H 0.229 -1.200 3.254
S 0.065 -0.524 -0.342
H -1.067 1.292 -1.505
S -0.526 -0.541 4.215
C 1.317 -0.127 -1.661
H -1.897 0.834 -0.022
H 2.373 -0.145 -1.353
```

## Properties
**HOMO energy**: -0.31085 hartree
**Kohn-Sham gap**: 9.28 eV
**SMILES**: CSC.S
**LUMO energy**: 0.826 eV

***

entry one takes first place; second place is 22.8 kJ/mol up.